117
Properties=species:S:1:pos:R:3:forces:R:3 method="wB97M-V/def2-TZVPD" orbital_gap_ha=0.207 max_force_ev_per_a=0.9 charge=-2 e_homo_ev=-1.841 total_energy_ev=-538798.558 relative_energy_kj_mol=58.0 lumo_ev=3.79
Ga -2.665057 -0.853954 2.638646 0.27 -0.87 -0.06
Se -2.858187 -1.086417 5.157891 -0.11 0.03 0.03
Se -2.845121 -3.396290 5.356820 -0.10 0.08 -0.26
Se -4.802095 -3.836086 4.110534 0.11 -0.02 0.20
Se -4.154436 -2.878045 2.088784 0.15 0.15 -0.10
C -4.602478 5.596937 -0.387663 0.05 -0.07 -0.04
C -4.053918 4.380250 -1.096601 -0.05 0.10 0.07
C -2.767869 4.372162 -1.617246 0.12 0.06 0.03
C -2.258854 3.263400 -2.285776 0.13 -0.04 -0.06
C -0.864583 3.313415 -2.872576 -0.13 0.02 0.10
C -3.058567 2.121289 -2.427548 0.02 -0.08 0.05
C -4.368795 2.114018 -1.918737 0.12 -0.04 -0.03
C -5.302254 0.932589 -2.045093 0.09 0.07 0.04
C -4.835765 3.245621 -1.256234 -0.04 -0.04 0.03
C -2.571403 0.982666 -3.280496 0.12 -0.23 0.03
C -2.982169 1.057582 -4.612917 0.01 -0.04 0.10
C -2.676786 0.055335 -5.515388 0.01 0.00 -0.06
C -1.960424 -1.042452 -5.078355 0.01 0.05 0.02
C -1.504382 -1.138274 -3.761213 -0.21 0.00 0.15
C -1.780870 -0.107575 -2.834500 -0.15 0.31 -0.05
Ge -1.221333 -0.246508 -0.902179 0.25 -0.06 -0.04
S -3.034151 -0.621020 0.216320 -0.10 0.41 0.07
S -0.006761 1.371841 0.178130 -0.28 -0.05 -0.03
Ge 0.757482 -0.507372 1.235541 0.11 -0.40 -0.40
S -0.418922 -1.726571 2.591873 0.01 0.29 0.03
S 0.542407 -1.652358 -0.725070 -0.01 0.03 -0.05
C 2.656112 -0.336192 1.866270 0.05 0.11 0.11
C 3.772216 -0.274510 1.003203 -0.05 0.05 0.16
C 5.068645 -0.326587 1.529171 -0.05 -0.01 -0.01
C 5.297840 -0.382903 2.889723 -0.02 0.00 0.02
C 4.214576 -0.346746 3.746468 -0.06 -0.10 -0.03
C 2.903945 -0.334903 3.262725 -0.09 0.03 -0.03
C 1.863250 -0.204213 4.342248 0.05 0.08 -0.06
C 1.227042 1.024829 4.528548 0.01 0.02 -0.09
C 1.424558 2.166981 3.556649 -0.04 -0.15 0.06
C 0.392978 1.198598 5.632222 -0.02 0.08 -0.04
C 0.180960 0.184786 6.548588 -0.02 0.02 0.08
C -0.721689 0.379907 7.738402 0.07 -0.02 -0.01
C 0.805812 -1.039980 6.332998 0.04 -0.11 0.00
C 1.646256 -1.251684 5.251920 0.15 0.04 0.03
C 2.297443 -2.600329 5.055101 -0.14 0.09 -0.05
C 3.792129 -0.004656 -0.476455 0.03 -0.06 0.02
C 3.793916 1.330055 -0.898262 -0.05 0.00 0.02
C 3.522619 2.456530 0.068452 0.05 -0.04 -0.04
C 4.102662 1.624240 -2.225995 0.03 0.02 0.02
C 4.463603 0.634833 -3.126864 -0.05 -0.02 -0.03
C 4.856385 0.976951 -4.543991 -0.07 -0.07 0.05
C 4.463681 -0.685105 -2.685969 -0.01 -0.07 -0.08
C 4.124114 -1.024992 -1.382327 -0.09 -0.03 0.04
C 4.117234 -2.475906 -0.962783 -0.03 0.12 -0.01
C -0.805487 -2.426279 -3.438013 -0.03 0.02 -0.04
C 0.459894 -2.668726 -3.977066 -0.01 0.03 0.01
C 1.171004 -1.631728 -4.814069 -0.07 -0.05 0.05
C 1.085858 -3.886790 -3.725322 0.10 0.06 -0.01
C 0.474689 -4.870479 -2.960816 0.01 -0.05 0.00
C 1.188569 -6.159633 -2.631977 -0.03 0.11 0.02
C -0.804312 -4.629546 -2.474256 0.00 0.00 0.01
C -1.461735 -3.425899 -2.701792 -0.10 0.05 0.06
C -2.838055 -3.210386 -2.120758 0.20 -0.11 -0.06
H -3.796531 6.252209 -0.045774 -0.08 -0.07 -0.02
H -5.198932 5.303026 0.480197 0.05 0.05 -0.06
H -5.247832 6.178065 -1.055495 0.04 -0.03 0.07
H -2.135854 5.250753 -1.498973 -0.06 -0.08 -0.02
H -0.517750 4.346099 -2.951870 -0.04 -0.04 0.01
H -0.835894 2.856133 -3.862725 0.00 0.02 0.01
H -0.154879 2.771023 -2.243892 0.01 -0.05 0.01
H -4.877745 0.124504 -2.636182 0.04 0.00 0.01
H -6.246784 1.240130 -2.505078 0.05 0.01 0.02
H -5.514194 0.532876 -1.051462 0.02 -0.01 -0.04
H -5.842978 3.227070 -0.841543 0.10 0.00 -0.04
H -3.566551 1.916735 -4.925308 0.00 -0.02 0.02
H -3.010370 0.122512 -6.547284 0.02 -0.02 0.09
H -1.744935 -1.859471 -5.759980 0.01 0.03 0.05
H 5.905166 -0.286656 0.838705 -0.03 -0.01 0.00
H 6.309782 -0.423035 3.279376 -0.03 0.03 -0.03
H 4.364073 -0.328144 4.821615 -0.02 0.00 -0.06
H 2.484859 2.361550 3.375189 0.01 0.00 0.00
H 0.962492 3.076828 3.942616 -0.01 -0.03 -0.02
H 0.961745 1.948300 2.588233 0.00 0.12 0.17
H -0.123611 2.147168 5.761315 0.04 -0.09 -0.04
H -1.105576 1.400426 7.779882 0.01 -0.03 -0.02
H -0.190769 0.166588 8.672708 -0.02 0.03 -0.05
H -1.575957 -0.295119 7.671069 -0.02 0.00 -0.01
H 0.603444 -1.866640 7.013638 0.04 0.10 -0.07
H 1.956115 -3.302710 5.818770 0.02 0.05 -0.05
H 3.387824 -2.532778 5.102565 -0.05 -0.05 0.00
H 2.029603 -3.007810 4.075633 0.02 0.03 0.04
H 4.090953 2.333187 0.994809 -0.03 0.00 -0.07
H 2.465109 2.483114 0.334122 -0.03 0.00 0.03
H 3.786952 3.418493 -0.377767 -0.02 -0.07 0.01
H 4.102638 2.663563 -2.547876 0.00 -0.07 0.03
H 4.958369 2.055805 -4.671224 0.00 -0.03 0.00
H 4.106114 0.626082 -5.258487 0.01 0.00 0.03
H 5.807404 0.508554 -4.811993 -0.04 0.02 0.01
H 4.757601 -1.476867 -3.374285 -0.06 0.06 0.05
H 4.596197 -3.103170 -1.719501 -0.03 0.07 0.05
H 3.084934 -2.819166 -0.841028 0.05 0.02 0.01
H 4.626092 -2.623847 -0.007313 -0.03 0.01 -0.06
H 0.787839 -0.626669 -4.631754 0.05 -0.09 0.00
H 1.060765 -1.847886 -5.884484 0.01 0.05 0.11
H 2.230609 -1.635310 -4.571567 0.17 0.01 -0.02
H 2.089659 -4.056478 -4.116807 -0.13 0.02 0.05
H 2.065426 -6.299277 -3.267371 -0.03 0.00 0.01
H 0.528023 -7.020157 -2.758579 0.02 0.01 0.01
H 1.525877 -6.152378 -1.590999 -0.02 -0.01 -0.06
H -1.297318 -5.387782 -1.870114 0.02 0.06 -0.06
H -3.332935 -4.166541 -1.945015 0.02 0.01 0.00
H -3.465110 -2.604891 -2.776966 0.00 0.01 0.00
H -2.780777 -2.689323 -1.158203 -0.05 -0.15 -0.14
C -3.300926 3.212852 2.310344 0.06 -0.02 -0.21
S -3.093552 1.761256 3.290486 -0.28 0.42 0.14
O -1.838952 1.126153 2.816104 -0.16 -0.14 0.26
O -3.063187 2.206971 4.664914 0.00 -0.04 -0.13
O -4.195011 0.847564 2.925785 0.24 0.12 0.11
H -2.468073 3.884058 2.530688 -0.13 -0.05 -0.07
H -4.255466 3.658077 2.593689 0.09 0.02 -0.04
H -3.298620 2.910686 1.261552 0.02 0.07 0.06

---

13
Properties=species:S:1:pos:R:3:forces:R:3 method="wB97M-V/def2-TZVPD" orbital_gap_ha=0.356 max_force_ev_per_a=4.0 e_homo_ev=-9.120 total_energy_ev=-7329.460 relative_energy_kj_mol=635.9 lumo_ev=0.56
C -0.505036 -1.319624 -0.143248 0.79 -2.28 -0.29
C -1.111122 1.027758 0.187602 0.45 3.31 2.17
C -0.865680 -0.139060 -0.603502 -0.23 0.72 -1.12
O 2.279966 -0.313839 0.187145 -1.64 -0.03 2.47
O 1.861865 1.154072 0.132648 0.51 0.34 -0.36
H 1.528290 -0.714704 -0.318220 0.21 0.11 -0.06
H -0.469018 -1.701192 0.942612 -0.07 1.02 -1.81
H -0.191922 -2.010236 -0.958438 -0.47 -0.17 1.00
H -1.492708 0.857509 1.253909 0.79 0.15 -1.40
H -1.812751 1.692502 -0.320065 -0.27 -0.08 0.17
H -0.104832 1.684797 0.192047 -2.09 -1.67 0.28
H -0.998970 0.140409 -1.689936 0.70 -1.14 0.98
H 1.881917 -0.358395 1.137447 1.34 -0.30 -2.02

---

10
Properties=species:S:1:pos:R:3:forces:R:3 method="wB97M-V/def2-TZVPD" orbital_gap_ha=0.211 max_force_ev_per_a=1.6 charge=-2 e_homo_ev=-0.138 total_energy_ev=-44591.456 relative_energy_kj_mol=3.2 lumo_ev=5.61
C -0.462228 0.130753 -0.608418 -0.57 -0.74 0.55
C 1.338780 1.628584 -1.012635 -0.25 -0.47 -0.38
C -0.791480 -1.348117 1.026791 0.05 0.99 -0.11
N 0.593423 0.653437 -0.300930 0.93 -0.22 0.37
O -1.487418 0.000160 -1.196308 -0.62 0.07 -0.67
O 1.831715 1.358017 -2.098904 0.08 -0.35 -0.31
S 1.486091 3.095647 -0.192146 0.23 1.43 0.65
Cl 0.648400 -1.868806 1.968892 0.39 -0.08 0.29
Cl -1.740705 -2.832906 0.649721 -0.41 -0.40 -0.20
H -1.416578 -0.816770 1.763935 0.18 -0.22 -0.19

---

Copy entry 2 word for word.
13
Properties=species:S:1:pos:R:3:forces:R:3 method="wB97M-V/def2-TZVPD" orbital_gap_ha=0.356 max_force_ev_per_a=4.0 e_homo_ev=-9.120 total_energy_ev=-7329.460 relative_energy_kj_mol=635.9 lumo_ev=0.56
C -0.505036 -1.319624 -0.143248 0.79 -2.28 -0.29
C -1.111122 1.027758 0.187602 0.45 3.31 2.17
C -0.865680 -0.139060 -0.603502 -0.23 0.72 -1.12
O 2.279966 -0.313839 0.187145 -1.64 -0.03 2.47
O 1.861865 1.154072 0.132648 0.51 0.34 -0.36
H 1.528290 -0.714704 -0.318220 0.21 0.11 -0.06
H -0.469018 -1.701192 0.942612 -0.07 1.02 -1.81
H -0.191922 -2.010236 -0.958438 -0.47 -0.17 1.00
H -1.492708 0.857509 1.253909 0.79 0.15 -1.40
H -1.812751 1.692502 -0.320065 -0.27 -0.08 0.17
H -0.104832 1.684797 0.192047 -2.09 -1.67 0.28
H -0.998970 0.140409 -1.689936 0.70 -1.14 0.98
H 1.881917 -0.358395 1.137447 1.34 -0.30 -2.02